DFT (ωB97M-V/def2-TZVPD) results for 9 unconnected molecules or ions with the total composition C16H53N3O9.

Each atom is followed by the atoms it is bonded to, with distances in Å.
CARTESIAN COORDINATES (ANGSTROEM)
1 O 16.157 -24.508 9.152  H2 0.957, H3 0.957
2 H 16.036 -25.456 9.206  O1 0.957
3 H 16.344 -24.238 10.051  O1 0.957
4 O 14.900 -22.166 8.523  H5 0.957, H6 0.957
5 H 14.019 -22.382 8.219  O4 0.957
6 H 15.345 -23.011 8.588  O4 0.957
7 O 17.229 -21.062 7.277  H8 0.957, H9 0.957
8 H 17.298 -20.352 7.915  O7 0.957
9 H 16.492 -21.590 7.584  O7 0.957
10 O 12.495 -22.769 7.376  H11 0.957, H12 0.957
11 H 12.325 -23.286 6.588  O10 0.957
12 H 11.809 -23.034 7.989  O10 0.957
13 C 14.471 -22.216 3.382  C14 1.567, H16 1.090, H17 1.090, H18 1.090
14 C 15.328 -22.241 4.693  C13 1.567, O15 1.402, H19 1.090, H20 1.090
15 O 16.315 -21.249 4.617  C14 1.402, H21 0.960
16 H 14.988 -22.457 2.453  C13 1.090
17 H 14.016 -21.241 3.206  C13 1.090
18 H 13.724 -23.003 3.495  C13 1.090
19 H 15.715 -23.249 4.843  C14 1.090
20 H 14.768 -21.995 5.595  C14 1.090
21 H 16.535 -21.079 5.536  O15 0.960
22 C 14.179 -25.797 6.540  C23 1.508, H25 1.090, H26 1.090, H27 1.090
23 C 13.206 -25.652 5.397  C22 1.508, O24 1.395, H28 1.090, H29 1.090
24 O 12.364 -24.541 5.451  C23 1.395, H30 0.960
25 H 13.698 -25.760 7.518  C22 1.090
26 H 14.883 -24.965 6.557  C22 1.090
27 H 14.730 -26.737 6.553  C22 1.090
28 H 12.618 -26.553 5.226  C23 1.090
29 H 13.757 -25.485 4.472  C23 1.090
30 H 11.858 -24.680 4.647  O24 0.960
31 C 15.063 -22.475 12.317  C32 1.539, H37 1.090, H38 1.090, H39 1.090
32 C 16.565 -22.800 12.419  C31 1.539, C33 1.568, N36 1.475, H40 1.090
33 C 17.081 -22.568 13.881  C32 1.568, O34 1.448, H41 1.090, H42 1.090
34 O 18.509 -22.804 13.950  C33 1.448, C35 1.437
35 C 19.160 -22.041 14.979  O34 1.437, H43 1.090, H44 1.090, H45 1.090
36 N 16.758 -24.236 12.145  C32 1.475, H46 1.010, H47 1.010
37 H 14.779 -22.590 11.271  C31 1.090
38 H 14.914 -21.415 12.520  C31 1.090
39 H 14.405 -23.077 12.943  C31 1.090
40 H 17.127 -22.205 11.699  C32 1.090
41 H 16.624 -23.284 14.564  C33 1.090
42 H 16.862 -21.528 14.123  C33 1.090
43 H 18.740 -21.042 15.099  C35 1.090
44 H 20.247 -21.970 14.953  C35 1.090
45 H 18.919 -22.534 15.922  C35 1.090
46 H 17.627 -24.599 12.510  N36 1.010
47 H 15.971 -24.674 12.602  N36 1.010
48 C 10.768 -19.528 5.899  C49 1.551, H54 1.090, H55 1.090, H56 1.090
49 C 12.225 -19.007 6.002  C48 1.551, C50 1.509, N53 1.463, H57 1.090
50 C 12.529 -17.530 5.944  C49 1.509, O51 1.414, H58 1.090, H59 1.090
51 O 12.143 -16.929 4.725  C50 1.414, C52 1.401
52 C 12.123 -15.532 4.624  O51 1.401, H60 1.090, H61 1.090, H62 1.090
53 N 12.572 -19.584 7.301  C49 1.463, H63 1.010, H64 1.010
54 H 10.757 -20.617 5.874  C48 1.090
55 H 10.329 -19.160 4.972  C48 1.090
56 H 10.097 -19.194 6.692  C48 1.090
57 H 12.926 -19.429 5.282  C49 1.090
58 H 13.612 -17.455 6.042  C50 1.090
59 H 12.147 -16.991 6.812  C50 1.090
60 H 11.405 -15.211 5.379  C52 1.090
61 H 11.872 -15.280 3.593  C52 1.090
62 H 13.070 -15.075 4.909  C52 1.090
63 H 12.463 -20.589 7.291  N53 1.010
64 H 13.554 -19.468 7.509  N53 1.010
65 C 12.686 -25.002 10.490  C66 1.587, H71 1.090, H72 1.090, H73 1.090
66 C 11.147 -24.959 10.105  C65 1.587, C67 1.567, N70 1.441, H74 1.090
67 C 10.256 -25.385 11.321  C66 1.567, O68 1.445, H75 1.090, H76 1.090
68 O 10.374 -26.797 11.602  C67 1.445, C69 1.418
69 C 9.388 -27.324 12.474  O68 1.418, H77 1.090, H78 1.090, H79 1.090
70 N 10.895 -23.662 9.531  C66 1.441, H80 1.010, H81 1.010
71 H 13.016 -24.288 11.245  C65 1.090
72 H 13.266 -24.943 9.569  C65 1.090
73 H 12.958 -25.942 10.971  C65 1.090
74 H 10.934 -25.737 9.372  C66 1.090
75 H 9.215 -25.078 11.212  C67 1.090
76 H 10.467 -24.727 12.164  C67 1.090
77 H 9.350 -26.785 13.421  C69 1.090
78 H 9.677 -28.347 12.717  C69 1.090
79 H 8.393 -27.290 12.030  C69 1.090
80 H 11.164 -22.896 10.132  N70 1.010
81 H 9.889 -23.611 9.458  N70 1.010

The total charge is 0. The spin multiplicity is 1. Its relative energy (zero: lowest compared OMol25 entry of this formula, charge and spin) is 0.671 eV.

Want to see where the charge sits? The Löwdin charges in e are:
1. O -0.053
2. H 0.051
3. H -0.002
4. O -0.071
5. H -0.019
6. H -0.020
7. O -0.041
8. H 0.051
9. H -0.008
10. O -0.071
11. H 0.002
12. H -0.001
13. C -0.062
14. C -0.317
15. O -0.078
16. H 0.067
17. H 0.066
18. H 0.042
19. H 0.098
20. H 0.095
21. H 0.020
22. C -0.062
23. C -0.312
24. O -0.088
25. H 0.058
26. H 0.067
27. H 0.085
28. H 0.116
29. H 0.110
30. H 0.107
31. C -0.061
32. C -0.389
33. C -0.180
34. O -0.203
35. C -0.102
36. N 0.033
37. H 0.054
38. H 0.083
39. H 0.078
40. H 0.142
41. H 0.126
42. H 0.113
43. H 0.077
44. H 0.086
45. H 0.079
46. H 0.079
47. H 0.073
48. C -0.053
49. C -0.409
50. C -0.211
51. O -0.193
52. C -0.112
53. N 0.023
54. H 0.063
55. H 0.066
56. H 0.076
57. H 0.129
58. H 0.122
59. H 0.123
60. H 0.084
61. H 0.091
62. H 0.081
63. H 0.023
64. H 0.065
65. C -0.032
66. C -0.382
67. C -0.192
68. O -0.186
69. C -0.112
70. N 0.034
71. H 0.057
72. H 0.047
73. H 0.074
74. H 0.136
75. H 0.110
76. H 0.117
77. H 0.083
78. H 0.088
79. H 0.085
80. H 0.099
81. H 0.089

DFT (ωB97M-V/def2-TZVPD) results for 9 unconnected molecules or ions with the total composition C16H53NO8S8Si.

Each atom is followed by the atoms it is bonded to, with distances in Å.
CARTESIAN COORDINATES (ANGSTROEM)
1 N -1.384 -0.011 4.791  Si2 1.699, H3 1.018, H4 1.012
2 Si -2.942 0.268 4.174  N1 1.699, H5 1.499, H6 1.484, H7 1.487
3 H -0.909 -0.891 4.602  N1 1.018
4 H -0.713 0.740 4.693  N1 1.012
5 H -3.180 -0.308 2.810  Si2 1.499
6 H -3.188 1.730 4.107  Si2 1.484
7 H -3.974 -0.318 5.070  Si2 1.487
8 C -2.935 -3.560 4.672  S9 1.785, H12 1.087, H13 1.090, H14 1.089
9 S -1.247 -3.866 5.165  C8 1.785, O10 1.497, C11 1.786
10 O -0.461 -2.827 4.429  S9 1.497
11 C -1.062 -5.417 4.300  S9 1.786, H15 1.090, H16 1.090, H17 1.089
12 H -3.203 -2.591 5.085  C8 1.087
13 H -2.974 -3.544 3.583  C8 1.090
14 H -3.602 -4.326 5.066  C8 1.089
15 H -1.285 -5.286 3.241  C11 1.090
16 H -1.755 -6.135 4.740  C11 1.090
17 H -0.038 -5.751 4.455  C11 1.089
18 C 1.552 -1.599 2.298  S19 1.777, H22 1.087, H23 1.090, H24 1.089
19 S 0.921 -1.244 0.675  C18 1.777, O20 1.496, C21 1.782
20 O 2.055 -1.382 -0.291  S19 1.496
21 C 0.684 0.508 0.895  S19 1.782, H25 1.088, H26 1.090, H27 1.090
22 H 1.804 -2.656 2.333  C18 1.087
23 H 2.423 -0.972 2.483  C18 1.090
24 H 0.759 -1.408 3.019  C18 1.089
25 H 1.631 0.955 1.189  C21 1.088
26 H -0.065 0.688 1.667  C21 1.090
27 H 0.344 0.892 -0.066  C21 1.090
28 C 3.815 3.869 4.019  S29 1.791, H32 1.088, H33 1.089, H34 1.090
29 S 2.085 3.430 3.871  C28 1.791, O30 1.492, C31 1.784
30 O 2.048 2.096 3.206  S29 1.492
31 C 1.709 4.561 2.543  S29 1.784, H35 1.089, H36 1.090, H37 1.088
32 H 4.254 3.195 4.751  C28 1.088
33 H 4.283 3.741 3.044  C28 1.089
34 H 3.898 4.900 4.361  C28 1.090
35 H 2.382 4.325 1.721  C31 1.089
36 H 1.846 5.600 2.845  C31 1.090
37 H 0.672 4.390 2.260  C31 1.088
38 C 0.688 0.139 -5.798  S39 1.789, H42 1.087, H43 1.090, H44 1.089
39 S 0.421 0.560 -4.080  C38 1.789, O40 1.488, C41 1.784
40 O 1.226 1.788 -3.836  S39 1.488
41 C 1.317 -0.811 -3.374  S39 1.784, H45 1.090, H46 1.091, H47 1.089
42 H 0.230 0.916 -6.406  C38 1.087
43 H 1.763 0.109 -5.977  C38 1.090
44 H 0.233 -0.826 -6.023  C38 1.089
45 H 2.337 -0.823 -3.759  C41 1.090
46 H 0.796 -1.736 -3.626  C41 1.091
47 H 1.338 -0.687 -2.292  C41 1.089
48 C -6.393 0.776 2.988  S49 1.792, H52 1.088, H53 1.090, H54 1.090
49 S -7.719 -0.396 3.268  C48 1.792, O50 1.481, C51 1.795
50 O -7.080 -1.635 3.768  S49 1.481
51 C -8.095 -0.689 1.538  S49 1.795, H55 1.090, H56 1.090, H57 1.088
52 H -5.997 1.044 3.966  C48 1.088
53 H -5.622 0.288 2.392  C48 1.090
54 H -6.776 1.665 2.487  C48 1.090
55 H -7.194 -1.053 1.045  C51 1.090
56 H -8.455 0.232 1.079  C51 1.090
57 H -8.873 -1.448 1.510  C51 1.088
58 C 3.820 6.056 -2.567  S59 1.791, H62 1.088, H63 1.089, H64 1.090
59 S 2.839 5.282 -1.284  C58 1.791, O60 1.490, C61 1.789
60 O 3.624 5.423 -0.026  S59 1.490
61 C 3.058 3.592 -1.828  S59 1.789, H65 1.089, H66 1.088, H67 1.088
62 H 3.839 7.122 -2.352  C58 1.088
63 H 4.826 5.641 -2.527  C58 1.089
64 H 3.355 5.877 -3.537  C58 1.090
65 H 4.123 3.363 -1.839  C61 1.089
66 H 2.614 3.454 -2.812  C61 1.088
67 H 2.549 2.953 -1.109  C61 1.088
68 C -1.300 -4.314 -0.939  S69 1.790, H72 1.088, H73 1.090, H74 1.090
69 S -2.269 -3.744 0.453  C68 1.790, O70 1.487, C71 1.791
70 O -2.598 -4.947 1.264  S69 1.487
71 C -3.754 -3.341 -0.465  S69 1.791, H75 1.090, H76 1.090, H77 1.088
72 H -0.349 -4.660 -0.539  C68 1.088
73 H -1.830 -5.131 -1.427  C68 1.090
74 H -1.127 -3.480 -1.619  C68 1.090
75 H -4.107 -4.238 -0.974  C71 1.090
76 H -3.533 -2.542 -1.172  C71 1.090
77 H -4.489 -3.004 0.262  C71 1.088
78 C 4.593 1.467 -7.721  S79 1.794, H82 1.088, H83 1.090, H84 1.090
79 S 4.950 -0.073 -8.569  C78 1.794, O80 1.482, C81 1.794
80 O 3.651 -0.584 -9.067  S79 1.482
81 C 5.335 -1.026 -7.099  S79 1.794, H85 1.090, H86 1.090, H87 1.088
82 H 4.282 2.179 -8.482  C78 1.088
83 H 3.786 1.301 -7.008  C78 1.090
84 H 5.491 1.826 -7.219  C78 1.090
85 H 4.468 -1.014 -6.439  C81 1.090
86 H 6.212 -0.606 -6.607  C81 1.090
87 H 5.543 -2.042 -7.428  C81 1.088

The total charge is 0. The spin multiplicity is 1.

Want to see where the charge sits? The Löwdin charges in e are:
1. N -0.153
2. Si 0.447
3. H -0.030
4. H 0.013
5. H -0.081
6. H -0.077
7. H -0.074
8. C -0.252
9. S 0.845
10. O -0.579
11. C -0.259
12. H 0.013
13. H 0.043
14. H 0.065
15. H 0.030
16. H 0.060
17. H 0.051
18. C -0.253
19. S 0.783
20. O -0.566
21. C -0.263
22. H 0.055
23. H 0.065
24. H 0.022
25. H 0.035
26. H 0.049
27. H 0.047
28. C -0.263
29. S 0.811
30. O -0.574
31. C -0.268
32. H 0.049
33. H 0.061
34. H 0.056
35. H 0.024
36. H 0.062
37. H 0.053
38. C -0.264
39. S 0.804
40. O -0.564
41. C -0.263
42. H 0.053
43. H 0.036
44. H 0.057
45. H 0.062
46. H 0.057
47. H 0.009
48. C -0.292
49. S 0.792
50. O -0.553
51. C -0.272
52. H 0.030
53. H 0.034
54. H 0.056
55. H 0.050
56. H 0.053
57. H 0.049
58. C -0.272
59. S 0.804
60. O -0.570
61. C -0.263
62. H 0.048
63. H 0.057
64. H 0.054
65. H 0.063
66. H 0.029
67. H 0.045
68. C -0.262
69. S 0.780
70. O -0.554
71. C -0.261
72. H 0.054
73. H 0.059
74. H 0.049
75. H 0.059
76. H 0.055
77. H 0.045
78. C -0.268
79. S 0.793
80. O -0.554
81. C -0.270
82. H 0.051
83. H 0.042
84. H 0.055
85. H 0.046
86. H 0.055
87. H 0.050

Number 1: strongest force on any atom 2.79 eV Å⁻¹, LUMO level 0.46 eV, HOMO-LUMO gap 9.01 eV. Number 2: strongest force on any atom 0.83 eV Å⁻¹, LUMO level 0.27 eV, HOMO-LUMO gap 8.80 eV.